Record 1
17
Properties=species:S:1:pos:R:3:forces:R:3 method="wB97M-V/def2-TZVPD" e_homo_ev=-8.78 de_lowest_ev=0.011 smiles="CB(OC=O)c1ccc(Br)o1" total_charge=0 gap_ev=8.89
B 0.30708 -0.22932 -0.50308 -2.52 -0.22 -1.62
C -0.03164 1.88795 1.07146 -0.81 -1.99 -2.01
C -1.11369 2.73738 1.31515 -0.91 -1.83 -0.59
C -0.50297 0.92558 0.13108 2.45 1.00 2.42
C -2.21249 2.20519 0.65501 1.66 0.27 -0.17
C 2.23648 -0.71505 0.98571 2.37 -0.03 0.89
C -0.33787 -0.97078 -1.77078 -2.94 3.84 -0.80
O 1.54094 -0.68829 -0.14717 0.73 -0.04 0.18
O -1.82378 1.14257 -0.08590 -0.39 0.41 -0.18
O 1.85001 -0.69855 2.11428 -0.92 0.11 -0.20
Br -3.95368 2.78773 0.41558 0.04 -0.06 0.15
H 0.94286 1.89912 1.55638 -0.32 0.08 -0.34
H -1.02774 3.39074 2.09951 -0.58 2.05 1.33
H 3.36467 -0.80969 0.83253 -1.31 0.10 -0.54
H -1.44597 -1.29038 -1.58966 1.88 0.79 -0.36
H 0.18044 -1.78604 -2.05295 1.82 -2.97 -0.84
H -0.32225 -0.26510 -2.78223 -0.25 -1.49 2.68



Record 2
15
Properties=species:S:1:pos:R:3:forces:R:3 method="wB97M-V/def2-TZVPD" e_homo_ev=-8.60 de_lowest_ev=5.303 total_charge=0 gap_ev=9.30
C 1.35402 0.62161 0.86618 -0.23 0.27 0.28
C 0.18506 0.12928 0.22024 0.03 0.18 0.10
O 1.15710 -1.13686 -0.73202 0.45 -0.05 -0.31
C -0.77169 -0.79322 0.94958 0.22 0.10 0.22
O -1.68427 -1.46732 0.12966 -0.14 0.15 -0.11
C -0.41595 0.89219 -0.85106 -0.32 0.35 -0.31
C -0.97910 1.53151 -1.70375 0.26 -0.27 0.32
H 1.49509 0.32891 1.90293 -0.01 -0.01 -0.07
H 1.68714 1.61951 0.60526 -0.01 -0.07 0.00
H 1.83667 -0.40725 -0.05377 -0.27 -0.33 -0.31
H 1.23485 -0.91742 -1.67695 -0.03 -0.12 0.18
H -1.27711 -0.15975 1.69517 0.00 -0.09 -0.06
H -0.18850 -1.54839 1.48294 -0.06 0.13 -0.08
H -2.18033 -0.80253 -0.36784 0.03 -0.17 0.02
H -1.45298 2.10974 -2.46657 0.07 -0.09 0.13



Record 3
114
Properties=species:S:1:pos:R:3:forces:R:3 method="wB97M-V/def2-TZVPD" e_homo_ev=-7.69 de_lowest_ev=0.000 total_charge=0 gap_ev=7.90
Al -0.42651 0.90704 -0.91067 0.04 0.04 -0.11
O 0.96175 1.93513 1.24472 -0.07 -0.04 0.04
C -0.04301 1.24968 1.06181 -0.08 -0.02 0.03
C -0.92528 1.01876 2.26538 0.00 -0.01 -0.01
C -1.11080 2.12620 3.09849 0.00 0.00 0.01
C -1.98456 2.07300 4.16753 0.00 0.01 -0.01
C -2.67987 0.89795 4.43008 0.00 -0.01 0.00
C -2.47626 -0.21371 3.63257 0.01 0.00 0.02
C -1.60048 -0.17279 2.54478 0.02 0.00 0.00
P -1.19436 -1.68663 1.59439 0.05 -0.06 -0.04
C -0.20581 -2.63727 2.81028 -0.01 0.01 0.03
C 0.29362 -3.87421 2.39941 0.01 0.02 0.00
C 1.10985 -4.62528 3.22977 0.00 0.00 -0.01
C 1.45991 -4.13989 4.48114 0.00 0.00 0.00
C 0.98289 -2.90558 4.89364 0.00 0.00 0.01
C 0.15432 -2.16016 4.06709 0.00 0.00 0.00
C -2.82403 -2.54691 1.65629 -0.02 0.06 0.03
C -2.96485 -3.89837 1.95971 0.00 -0.02 -0.04
C -4.20563 -4.51916 1.88060 0.01 0.00 0.01
C -5.32769 -3.80021 1.50214 -0.01 0.01 -0.01
C -5.20411 -2.44805 1.21144 0.00 -0.02 -0.01
C -3.96649 -1.83131 1.28688 0.00 -0.02 -0.03
H -0.56821 3.03624 2.87440 0.00 0.00 0.00
H -2.13097 2.94453 4.79307 0.00 0.00 0.00
H -3.36892 0.84566 5.26347 0.00 0.00 0.00
H -2.99234 -1.13837 3.86099 0.01 0.01 0.00
H 0.05117 -4.25146 1.41304 0.02 0.00 -0.03
H 1.48610 -5.58209 2.89081 0.00 0.00 0.00
H 2.10835 -4.71800 5.12710 0.00 0.00 0.00
H 1.25873 -2.51385 5.86500 0.00 0.00 0.00
H -0.19119 -1.19199 4.40350 0.00 0.01 0.00
H -2.10651 -4.47731 2.27252 -0.02 0.00 0.00
H -4.29098 -5.57092 2.12317 0.00 0.00 0.00
H -6.29299 -4.28563 1.44032 0.00 0.00 0.00
H -6.07392 -1.87069 0.92490 0.00 0.00 0.00
H -3.89642 -0.77078 1.07707 0.02 0.02 -0.03
C 2.78372 3.29345 -0.88085 0.03 0.00 0.01
C 3.86841 2.45850 -1.55825 -0.01 0.02 -0.04
C 4.20622 3.02422 -2.94404 0.00 0.01 0.00
C 3.71451 0.93534 -1.58287 0.02 -0.01 0.02
C 4.91310 0.23405 -1.44396 0.01 -0.01 0.00
C 4.96851 -1.14469 -1.46309 -0.01 0.02 0.01
C 3.80003 -1.86639 -1.61159 0.00 0.01 0.01
C 2.57761 -1.22317 -1.74030 -0.02 -0.04 -0.01
C 1.33307 -2.04966 -1.97689 0.02 0.03 -0.05
C 1.27080 -2.47125 -3.44640 0.00 0.01 -0.01
C 1.24465 -3.25968 -1.05446 -0.01 -0.03 0.01
C 2.54391 0.17648 -1.73893 -0.01 0.00 0.06
N 1.27648 0.83650 -1.91215 -0.05 -0.02 -0.03
C 1.12731 1.57227 -2.97946 0.00 -0.03 -0.01
C 0.03468 2.45394 -3.05149 0.03 0.04 0.00
C -0.42809 3.33364 -4.02855 0.00 -0.01 0.01
C -1.52925 3.97449 -3.47313 -0.01 -0.01 -0.01
C -1.70305 3.46187 -2.17506 -0.03 -0.02 0.00
N -0.75086 2.55152 -1.91191 0.04 -0.01 0.01
C -2.78442 3.85929 -1.19772 0.01 0.00 0.00
C -4.15330 3.46240 -1.76790 0.00 0.00 0.00
C -2.58307 3.18274 0.15382 0.00 -0.01 0.00
C -2.74052 5.38066 -1.00167 0.00 0.00 0.00
H 3.19238 4.28435 -0.66829 0.01 0.01 -0.01
H 2.45365 2.84478 0.05261 0.04 0.04 -0.08
H 1.90388 3.44495 -1.50675 0.01 0.00 0.01
H 4.76704 2.60532 -0.95243 0.01 -0.01 0.00
H 3.32381 3.07949 -3.58448 0.01 -0.01 0.00
H 4.95977 2.41971 -3.45048 0.01 0.00 0.00
H 4.59169 4.04126 -2.84608 -0.01 0.00 0.00
H 5.82705 0.80118 -1.30770 0.00 0.00 0.00
H 5.91628 -1.65374 -1.34404 0.00 0.00 0.00
H 3.83448 -2.94781 -1.61800 0.01 0.01 0.00
H 0.45352 -1.43396 -1.78150 -0.01 0.00 0.03
H 2.13597 -3.09122 -3.69562 0.01 0.00 0.01
H 1.27925 -1.60216 -4.10776 0.00 0.00 0.00
H 0.36269 -3.04027 -3.64534 0.03 0.01 0.00
H 2.01945 -3.99695 -1.27579 -0.02 -0.01 -0.01
H 0.27609 -3.74803 -1.18539 0.00 0.00 0.01
H 1.34890 -2.95872 -0.01282 0.00 0.00 0.03
H 1.86303 1.52466 -3.77753 0.00 0.00 0.01
H -0.00098 3.48177 -5.00807 0.00 0.00 0.00
H -2.13468 4.73661 -3.93715 0.00 0.00 0.00
H -4.22532 2.38104 -1.89775 0.00 0.00 -0.01
H -4.32524 3.93084 -2.73780 0.00 0.00 0.00
H -4.94795 3.77907 -1.08836 0.00 0.00 0.00
H -2.67279 2.09452 0.08155 0.00 0.00 0.00
H -3.34787 3.51603 0.85821 0.00 0.00 0.00
H -1.60645 3.42758 0.57409 -0.01 0.01 0.00
H -2.90946 5.90607 -1.94222 0.00 0.00 0.00
H -1.77136 5.69285 -0.60877 0.00 0.00 0.00
H -3.51561 5.68961 -0.29687 0.00 0.00 0.00
S 2.82107 -1.24114 1.77661 0.02 0.02 -0.02
C 3.43831 -0.11723 2.82733 -0.01 -0.01 0.02
N 4.61706 -0.23579 3.50981 0.00 -0.01 -0.01
C 4.71368 0.78045 4.54809 0.01 0.01 0.00
C 3.80361 1.86602 3.96657 0.00 0.00 0.01
N 2.88720 1.06619 3.17101 -0.01 -0.02 0.03
H 4.99177 -1.16187 3.62309 0.00 0.00 0.00
H 5.73769 1.12244 4.68611 0.00 0.00 0.01
H 4.32604 0.41594 5.50543 -0.01 0.00 0.00
H 4.37222 2.56057 3.33925 0.00 0.00 -0.01
H 3.28180 2.43232 4.73611 0.00 0.00 0.00
H 2.15757 1.46781 2.58967 0.00 0.01 0.01
C -2.00610 -0.13043 -1.54209 -0.04 0.00 0.11
C -2.00139 -1.19137 -2.59687 0.05 0.03 -0.03
C -2.17830 -2.53963 -2.28517 -0.03 0.01 -0.02
C -2.24724 -3.50212 -3.28330 -0.03 0.00 0.00
C -2.13724 -3.14045 -4.61864 -0.01 0.00 0.00
C -1.94383 -1.80405 -4.94286 0.00 0.00 0.00
C -1.87204 -0.84505 -3.94425 0.02 0.00 0.01
H -2.50480 -0.51345 -0.65026 -0.05 -0.06 0.03
H -2.63354 0.69132 -1.90843 -0.02 0.00 0.02
H -2.29085 -2.83322 -1.24765 -0.01 0.01 0.05
H -2.39941 -4.54042 -3.01351 0.00 0.00 0.00
H -2.19992 -3.89000 -5.39695 0.00 0.00 0.00
H -1.85322 -1.50568 -5.98026 0.00 0.00 0.00
H -1.73634 0.19989 -4.20824 0.00 0.00 0.00